Record 1
{"formula": "C5H10O", "method": "ωB97M-V/def2-TZVPD", "homo_lumo_gap_ev": 9.19, "total_charge": 0, "energy_ev": -7391.123, "e_above_lowest_kj_mol": 351.5, "homo_energy_ev": -8.2632, "symbols": ["C", "C", "C", "C", "C", "O", "H", "H", "H", "H", "H", "H", "H", "H", "H", "H"], "positions_angstrom": [[1.969551, 0.102882, 0.475072], [0.715541, 0.593842, -0.210194], [-0.086628, -0.447928, -0.979607], [-1.529138, -0.042491, -0.663416], [-1.473833, 0.762454, 0.622450], [-0.224956, 1.085874, 0.813691], [2.443370, 0.905554, 1.046917], [2.683396, -0.258740, -0.273043], [1.730184, -0.721306, 1.155838], [0.921548, 1.476833, -0.823621], [0.144571, -0.429578, -2.047870], [0.130021, -1.454007, -0.597883], [-2.238021, -0.875867, -0.631765], [-1.920084, 0.689967, -1.382048], [-1.513866, -1.101154, 1.816932], [-1.832609, -0.398636, 1.826996]], "atomic_forces_ev_per_a": [[0.02, 0.01, 0.02], [0.16, -0.04, -0.18], [0.07, -0.01, 0.01], [-0.04, 0.08, -0.05], [0.18, 0.35, -0.37], [-0.27, 0.07, -0.08], [-0.06, -0.11, -0.07], [-0.10, 0.05, 0.12], [0.03, 0.11, -0.10], [0.07, -0.13, -0.02], [-0.01, -0.01, 0.16], [-0.06, 0.17, -0.04], [0.09, 0.26, 0.10], [0.04, -0.10, -0.08], [-0.16, -0.09, 0.25], [0.04, -0.62, 0.32]]}

***

Record 2
{"formula": "C6H19BrCuN5O3", "method": "ωB97M-V/def2-TZVPD", "spin_multiplicity": 2, "homo_lumo_gap_ev": [6.54, 3.21], "total_charge": 1, "energy_ev": -134795.723, "e_above_lowest_kj_mol": 375.2, "homo_energy_ev": [-11.7976, -11.7931], "symbols": ["Cu", "Br", "C", "O", "N", "N", "H", "H", "H", "H", "C", "O", "N", "N", "H", "H", "H", "H", "C", "C", "C", "O", "C", "N", "H", "H", "H", "H", "H", "H", "H", "H", "H", "H", "H"], "positions_angstrom": [[-5.267962, -2.484150, 0.444564], [-2.687583, -1.933320, 1.132122], [0.858199, -3.849990, 0.474063], [1.954471, -4.271004, 0.217713], [0.584040, -3.063568, 1.416270], [-0.092051, -3.956336, -0.375511], [-0.337031, -2.655265, 1.487099], [1.281882, -2.741412, 2.071495], [0.093105, -4.507598, -1.201298], [-1.002884, -3.537129, -0.254018], [0.372743, -0.978957, -2.508515], [0.028800, -1.657135, -3.476708], [-0.355253, -0.639943, -1.525645], [1.471779, -0.366051, -2.457406], [-1.148526, -1.225883, -1.307722], [0.109491, -0.222523, -0.731996], [2.111064, -0.380060, -3.239199], [1.624625, 0.241824, -1.665418], [-1.662812, 1.915412, 1.894739], [-0.487820, 1.903214, 0.840538], [0.463012, 3.081478, 0.940025], [1.668610, 2.915316, 0.269448], [1.632690, 3.063308, -1.137066], [0.185300, 0.576461, 1.054588], [-2.442632, 1.244852, 1.533717], [-2.101317, 2.908661, 1.991075], [-1.370016, 1.634467, 2.906392], [-0.927487, 1.939487, -0.156192], [0.672080, 3.165459, 2.006485], [0.004756, 4.028613, 0.655352], [0.804813, 2.446910, -1.487486], [2.575651, 2.747936, -1.583671], [1.376435, 4.102655, -1.342467], [-0.567440, -0.092507, 1.131863], [0.577269, 0.646777, 1.982768]], "atomic_forces_ev_per_a": [[1.53, 0.34, 0.41], [-1.34, -0.48, -0.54], [-4.21, 2.23, -0.34], [5.95, -2.55, -1.13], [0.63, 2.71, 5.15], [-1.66, -2.59, -3.68], [-0.29, 0.03, 0.04], [-0.05, -0.13, 0.00], [-0.44, 0.02, -0.18], [-0.06, 0.43, 0.08], [-1.74, -2.58, -5.09], [-0.34, -1.01, 0.11], [-4.68, 0.08, 5.05], [6.70, 2.87, -0.10], [-0.12, 0.33, -0.11], [-0.28, 0.08, 0.34], [-0.15, 0.04, 0.28], [0.62, 0.07, -0.48], [0.32, 1.12, -1.04], [-1.34, -0.87, 0.74], [-0.01, -0.23, 0.88], [1.34, -0.46, 0.34], [-1.21, 0.05, 0.72], [0.31, 1.01, -0.68], [0.01, -0.06, 0.16], [-0.14, 0.11, -0.12], [0.34, -0.19, -0.13], [-0.13, -0.46, -0.08], [0.54, 0.24, 0.12], [-0.48, 0.00, -0.17], [0.06, -0.12, -0.65], [-0.07, 0.18, 0.23], [0.26, 0.14, -0.49], [-0.29, -0.15, 0.17], [0.38, -0.17, 0.20]]}

***

Record 3
{"formula": "C21H25N3O5", "method": "ωB97M-V/def2-TZVPD", "smiles": "Cc1cc(C(=O)NC[C@@H]2[C@@H](C)CCCN2C(=O)c2ccc(=O)oc2)ncc1CO", "homo_lumo_gap_ev": 9.37, "total_charge": 0, "energy_ev": -36891.441, "e_above_lowest_kj_mol": 169.8, "homo_energy_ev": -9.0571, "symbols": ["C", "C", "C", "C", "C", "O", "N", "C", "C", "C", "C", "C", "C", "C", "N", "C", "O", "C", "C", "C", "C", "O", "O", "C", "N", "C", "C", "C", "O", "H", "H", "H", "H", "H", "H", "H", "H", "H", "H", "H", "H", "H", "H", "H", "H", "H", "H", "H", "H", "H", "H", "H", "H", "H"], "positions_angstrom": [[-5.647904, 0.289600, -2.480842], [-4.452859, 0.292900, -1.575039], [-3.203448, 0.655119, -2.046633], [-2.124533, 0.652765, -1.181652], [-0.744651, 1.015910, -1.669693], [-0.403640, 2.175583, -1.817166], [0.068495, -0.038602, -1.899174], [1.476379, 0.122753, -2.176404], [2.259659, 0.732079, -1.019375], [3.770491, 0.665988, -1.225832], [4.204016, 1.223284, -2.571127], [4.468580, 1.413405, -0.088656], [3.996462, 0.982578, 1.294515], [2.482108, 1.022984, 1.357303], [1.941379, 0.180256, 0.299005], [1.756002, -1.151192, 0.488833], [1.829320, -1.977445, -0.414552], [1.405098, -1.580088, 1.879699], [0.423023, -0.905064, 2.681047], [0.108845, -1.364340, 3.903260], [0.755705, -2.538827, 4.448403], [0.574726, -3.026390, 5.517592], [1.684633, -3.148711, 3.611899], [1.967360, -2.679751, 2.394543], [-2.209978, 0.286034, 0.082426], [-3.409105, -0.053172, 0.535066], [-4.555548, -0.068201, -0.238483], [-5.868066, -0.479288, 0.342002], [-5.727293, -0.598988, 1.744747], [-6.358971, 1.064174, -2.184356], [-5.356430, 0.468975, -3.512405], [-6.169775, -0.669079, -2.438849], [-3.068178, 0.952846, -3.078770], [-0.248392, -0.953739, -1.621135], [1.872657, -0.849033, -2.445213], [1.589923, 0.779096, -3.038601], [1.962333, 1.784071, -0.968064], [4.054751, -0.392242, -1.172794], [3.858824, 2.253259, -2.699423], [5.292301, 1.222422, -2.651277], [3.817154, 0.631818, -3.402034], [5.549892, 1.289764, -0.179408], [4.274272, 2.488652, -0.205722], [4.341587, -0.033116, 1.517680], [4.421837, 1.633061, 2.064390], [2.090249, 0.749579, 2.333223], [2.128533, 2.042224, 1.170122], [-0.085915, -0.042889, 2.269499], [-0.641133, -0.882362, 4.512950], [2.692217, -3.291781, 1.879130], [-3.459733, -0.337545, 1.578912], [-6.630425, 0.267267, 0.084356], [-6.172874, -1.437548, -0.103237], [-6.579961, -0.839048, 2.115338]], "atomic_forces_ev_per_a": [[-0.05, -0.07, 0.03], [0.00, 0.04, -0.31], [-0.03, 0.22, -0.14], [0.24, -0.21, -0.51], [0.07, 0.05, 0.19], [0.05, 0.14, -0.17], [-0.21, -0.15, 0.09], [0.02, -0.01, -0.22], [0.08, 0.02, -0.15], [0.22, -0.10, 0.01], [0.03, 0.02, -0.17], [0.11, 0.18, 0.00], [0.23, 0.03, 0.19], [-0.21, 0.35, 0.13], [-0.33, 0.01, 0.13], [0.06, -0.18, -0.13], [-0.04, 0.00, 0.16], [-0.08, 0.20, -0.12], [-0.09, 0.00, -0.03], [-0.08, 0.19, -0.17], [-0.04, 0.31, -0.32], [-0.11, -0.34, 0.70], [0.12, -0.18, 0.04], [0.09, -0.11, -0.15], [0.32, -0.04, 0.34], [-0.10, -0.11, 0.43], [0.08, 0.02, 0.08], [-0.11, -0.06, 0.07], [-0.17, -0.04, 0.05], [-0.02, -0.02, -0.02], [0.01, 0.04, -0.04], [-0.02, 0.03, 0.00], [0.01, 0.00, -0.01], [0.03, 0.02, 0.05], [0.03, -0.07, 0.01], [-0.05, 0.12, 0.05], [-0.01, 0.00, 0.03], [-0.02, -0.01, -0.01], [0.00, -0.01, 0.01], [0.00, 0.02, 0.02], [0.03, 0.03, 0.01], [0.02, -0.03, 0.01], [-0.03, -0.06, -0.03], [-0.05, -0.01, -0.03], [-0.02, -0.01, -0.05], [0.15, -0.15, -0.03], [0.02, -0.02, 0.00], [-0.04, 0.04, -0.06], [0.03, -0.10, 0.08], [0.03, 0.01, -0.08], [-0.05, 0.01, -0.05], [0.00, -0.06, 0.02], [-0.05, 0.07, 0.03], [-0.01, -0.02, 0.05]]}

***

Which formula does entry 1 have?
C5H10O

***

Please write out number 1 again, unchanged.
{"formula": "C5H10O", "method": "ωB97M-V/def2-TZVPD", "homo_lumo_gap_ev": 9.19, "total_charge": 0, "energy_ev": -7391.123, "e_above_lowest_kj_mol": 351.5, "homo_energy_ev": -8.2632, "symbols": ["C", "C", "C", "C", "C", "O", "H", "H", "H", "H", "H", "H", "H", "H", "H", "H"], "positions_angstrom": [[1.969551, 0.102882, 0.475072], [0.715541, 0.593842, -0.210194], [-0.086628, -0.447928, -0.979607], [-1.529138, -0.042491, -0.663416], [-1.473833, 0.762454, 0.622450], [-0.224956, 1.085874, 0.813691], [2.443370, 0.905554, 1.046917], [2.683396, -0.258740, -0.273043], [1.730184, -0.721306, 1.155838], [0.921548, 1.476833, -0.823621], [0.144571, -0.429578, -2.047870], [0.130021, -1.454007, -0.597883], [-2.238021, -0.875867, -0.631765], [-1.920084, 0.689967, -1.382048], [-1.513866, -1.101154, 1.816932], [-1.832609, -0.398636, 1.826996]], "atomic_forces_ev_per_a": [[0.02, 0.01, 0.02], [0.16, -0.04, -0.18], [0.07, -0.01, 0.01], [-0.04, 0.08, -0.05], [0.18, 0.35, -0.37], [-0.27, 0.07, -0.08], [-0.06, -0.11, -0.07], [-0.10, 0.05, 0.12], [0.03, 0.11, -0.10], [0.07, -0.13, -0.02], [-0.01, -0.01, 0.16], [-0.06, 0.17, -0.04], [0.09, 0.26, 0.10], [0.04, -0.10, -0.08], [-0.16, -0.09, 0.25], [0.04, -0.62, 0.32]]}